Record 1
Entry from OMol25: a molecular structure, C21H34BrF4N5O8Si2 in a non-equilibrium geometry (ωB97M-V with the def2-TZVPD basis set).

The LUMO energy is -0.2225 Ha. The calculation puts the orbital gap at 0.0444 Ha. Its HOMO energy is -7.26 eV. For the strongest force on any atom, the calculation gives 10.2 eV/A.

Last column: Löwdin charge in e.
Element x y z (Å)
C1 -0.038432 -6.034535 -3.057225  -0.1625
C2 -0.698011 -4.500765 -3.136449  -0.3042
C3 0.116176 -3.412847 -2.218061  -0.6382
Br1 0.165171 -4.220683 -0.344682  0.6225
Si1 -0.859264 -1.720019 -1.984478  0.3912
N1 -0.112066 -0.707134 -0.708830  0.0142
C4 1.192110 -0.380705 -0.953423  -0.3164
C5 1.654991 1.179673 -1.345405  -0.0613
C6 2.485383 -1.432482 -0.827090  -0.0811
O1 -2.432698 -2.246711 -1.326460  -0.2761
Si2 -3.779371 -1.591179 -2.228662  0.5878
C7 -5.385229 -2.299079 -1.337996  -0.2848
N2 -5.205070 -3.829939 -1.375758  -0.0881
C8 -3.928449 -2.195045 -4.056617  -0.4269
O2 -3.031912 -2.953902 -4.713513  -0.1116
O3 -5.157841 -1.855676 -4.848627  -0.1862
N3 -3.947883 0.223478 -2.044106  0.0185
C9 -4.291770 0.566860 -0.608285  -0.2191
O4 -3.274516 0.761704 0.276540  -0.0034
F1 -5.661672 0.663750 -0.035465  -0.0029
C10 -4.938767 0.789621 -3.034438  -0.2220
O5 -4.422419 1.235098 -4.211931  0.0264
F2 -6.407342 0.883754 -2.868740  0.0124
N4 -0.949202 -0.990553 -3.616932  0.0599
C11 -0.751438 0.501951 -3.637546  -0.2324
O6 -1.216773 1.399520 -2.769511  0.0260
F3 0.019814 1.061113 -4.810515  -0.0076
C12 0.155604 -1.526937 -4.551975  -0.2346
O7 -0.234455 -2.076189 -5.706371  0.0863
F4 1.608238 -1.415457 -4.275054  0.0036
H1 0.983262 -6.064788 -2.482548  0.0524
H2 -0.808328 -6.795427 -2.580702  0.0832
H3 0.209708 -6.370032 -4.173731  0.0820
H4 -0.672074 -4.209596 -4.270043  0.0987
H5 -1.841123 -4.550855 -2.811064  0.1196
H6 1.230009 -3.253274 -2.534762  0.0625
H7 1.007679 1.942497 -0.738599  0.0729
H8 2.781316 1.356688 -1.001997  0.0752
H9 1.655334 1.364437 -2.513247  0.0953
H10 2.327764 -2.259685 -0.016615  0.0556
H11 3.439767 -0.808382 -0.472301  0.0814
H12 2.744450 -1.823976 -1.897784  0.0790
H13 -5.469679 -1.957379 -0.222141  0.0944
H14 -6.336394 -2.023725 -1.993955  0.1081
H15 -5.586139 -4.239679 -0.486969  0.0667
H16 -5.725539 -4.242591 -2.185016  0.0752
C13 0.904563 2.866225 2.155010  -0.0243
C14 1.453917 1.930136 3.271616  -0.4379
C15 0.894814 2.394227 4.644973  -0.1078
C16 1.542187 3.685988 5.148659  -0.1693
C17 3.062737 3.570591 5.156170  -0.1166
C18 3.654087 3.110873 3.798989  -0.4562
N5 2.955628 1.905965 3.243080  0.1263
O8 3.376826 0.792719 3.997841  0.1090
C19 3.587279 4.271618 2.770897  -0.0288
C20 5.191346 2.882646 3.978384  -0.0286
C21 0.843269 0.538002 2.907682  -0.0139
H17 -0.051940 2.507853 1.755467  0.1006
H18 0.709426 3.881900 2.503136  0.0755
H19 1.588929 2.915963 1.299589  0.0768
H20 1.050241 1.610401 5.399850  0.1343
H21 -0.190323 2.541610 4.581028  0.1424
H22 1.233225 4.536393 4.534193  0.1089
H23 1.185261 3.902457 6.162933  0.1300
H24 3.492095 4.542242 5.449480  0.1406
H25 3.350230 2.866031 5.948616  0.1328
H26 3.916637 3.939757 1.780450  0.0990
H27 4.243707 5.100308 3.068650  0.1001
H28 2.595918 4.712903 2.670641  0.0666
H29 5.422309 2.158343 4.767675  0.0841
H30 5.696081 3.814501 4.263622  0.0965
H31 5.651448 2.531913 3.046799  0.0971
H32 1.196478 0.202406 1.926066  0.0794
H33 -0.251447 0.586432 2.867084  0.1053
H34 1.082152 -0.241321 3.640500  0.0863

Force components x, y, z for each atom (eV/Å):
C 0.022 0.087 -0.754
C 0.046 -0.877 -0.212
C -0.336 -0.612 -0.987
Br 0.061 0.626 -0.947
Si -0.647 -2.423 4.535
N 4.369 0.471 -3.693
C -1.665 -0.290 0.553
C 0.886 -0.392 0.963
C 0.392 1.330 0.370
O 0.940 3.124 -3.461
Si -1.118 -2.861 1.678
C -0.413 -0.497 -0.479
N -0.993 0.391 0.507
C -1.211 -1.832 -7.874
O -3.763 3.628 4.154
O 5.522 -1.165 4.935
N -4.738 1.926 1.819
C 5.506 0.925 5.559
O -7.511 -1.445 -6.301
F 3.914 -0.298 -2.600
C 2.350 2.734 -7.886
O -4.029 -3.169 8.731
F 4.827 -0.563 0.407
N 4.670 3.780 -1.619
C -2.433 5.495 3.488
O 3.306 -6.764 -6.231
F -2.137 -2.398 3.299
C -2.562 -3.567 -7.882
O 3.588 4.033 8.673
F -4.387 0.038 0.017
H -2.102 0.112 -0.936
H 1.767 1.616 -0.968
H -0.685 0.585 2.464
H -0.124 -0.178 2.303
H 2.613 0.311 -0.636
H -2.131 -0.590 0.568
H 0.888 -1.523 -1.614
H -2.305 -0.534 -0.721
H -0.368 -0.451 2.469
H -0.075 1.418 -1.945
H -2.114 -1.210 -0.860
H -0.574 0.521 2.067
H -0.022 -0.505 -2.173
H 1.877 -0.089 1.644
H 0.423 0.507 -1.444
H 0.592 0.646 1.132
C 0.187 0.388 -0.272
C -2.413 -0.597 -2.598
C 0.702 0.314 0.950
C 0.015 -0.065 -0.306
C -0.802 -0.375 0.639
C 2.553 2.103 -1.425
N 0.591 -4.798 8.165
O -1.486 4.820 -4.619
C -0.404 0.223 -0.187
C -0.265 -0.764 0.254
C 0.643 -0.328 0.579
H 0.278 -0.187 0.298
H 0.180 -0.068 -0.016
H -0.113 0.013 0.206
H 0.139 -0.068 -0.314
H 0.246 -0.202 -0.477
H -0.012 -0.049 0.025
H 0.071 -0.074 -0.143
H 0.141 -0.353 -0.508
H 0.111 -0.115 -0.321
H -0.055 0.008 0.167
H -0.063 -0.455 0.124
H 0.065 -0.159 -0.025
H -0.189 0.039 -0.240
H -0.468 -0.095 -0.161
H -0.177 0.051 0.141
H -0.067 0.126 0.130
H 0.325 0.351 -0.045
H 0.148 0.246 -0.132



Record 2
Entry from OMol25: a molecular structure, C21H34Cl2OP3Y in a non-equilibrium geometry (ωB97M-V with the def2-TZVPD basis set).

The LUMO energy is -0.2504 Ha. The calculation puts the orbital gap at 0.2827 Ha. Its HOMO energy is -14.51 eV. As for the net charge: +2. The value obtained for the energy above the lowest of the compared OMol25 structures with the same formula, charge and spin is 0.000 eV. For the strongest force on any atom, the calculation gives 2.0 eV/A.

Last column: Löwdin charge in e.
Element x y z (Å)
C1 1.168552 -0.034635 -6.168688  -0.0633
C2 0.824758 0.259323 -4.738991  -0.8176
H1 2.254900 -0.036886 -6.284971  0.0964
H2 0.739759 0.722429 -6.833493  0.0975
H3 0.776895 -1.016362 -6.458093  0.0977
O1 1.592470 0.428733 -3.814932  -0.0042
Cl1 -0.929568 0.335859 -4.449550  0.6400
Y1 -0.307272 0.040677 0.135189  0.8736
P1 -0.211075 2.762897 -0.311689  0.6788
C3 0.882938 3.940309 0.555252  -0.2524
C4 -0.008157 3.292951 -2.048529  -0.2628
H4 -0.187820 4.374558 -2.099419  0.0667
H5 -1.856594 4.530327 -0.236312  0.0674
H6 -0.718588 2.761859 -2.694290  0.0256
H7 -2.615825 2.955681 -0.635116  0.0419
H8 1.918543 3.739236 0.256520  0.0570
H9 1.008651 3.067294 -2.390947  0.0514
C5 -1.882017 3.461612 0.005419  -0.2578
H10 0.616750 4.963686 0.270647  0.0677
H11 -2.180510 3.330494 1.052860  0.0243
H12 0.800446 3.826452 1.642210  0.0255
P2 0.086938 -2.744101 0.019120  0.6905
C6 1.254615 -3.744420 1.002693  -0.2537
C7 -1.473151 -3.538982 0.573471  -0.2596
H13 -0.449520 -3.078462 -2.331970  0.0493
H14 0.132427 -4.592526 -1.556652  0.0659
H15 1.299953 -3.306195 -2.012106  0.0554
C8 0.286537 -3.506395 -1.636732  -0.2585
H16 -2.315894 -3.137580 -0.002293  0.0317
H17 -1.385586 -4.619395 0.405589  0.0663
H18 1.064923 -4.806451 0.820248  0.0668
H19 1.140016 -3.531674 2.069137  0.0201
H20 -1.635972 -3.347632 1.641814  0.0276
H21 2.279093 -3.512053 0.695834  0.0560
Cl2 -2.487925 -0.207381 -0.989362  -0.0452
C9 -2.776116 0.238078 3.153826  -0.2351
P3 -0.984634 0.497155 2.861038  0.9012
C10 -0.596019 1.752697 4.171678  -0.3511
C11 -0.768843 3.109565 3.830233  -0.1190
C12 -0.601364 4.115430 4.782359  -0.0588
C13 -0.250477 3.795687 6.095570  -0.0456
C14 -0.058082 2.455176 6.450899  -0.0431
C15 -0.228476 1.441875 5.495095  -0.0672
C16 -0.129010 -0.951115 3.592117  -0.4368
C17 -0.826275 -2.106740 3.973548  -0.1061
C18 -0.146911 -3.134321 4.623950  -0.0596
C19 1.222830 -3.038275 4.863142  -0.0508
C20 1.939851 -1.920918 4.406977  -0.0571
C21 1.265307 -0.883393 3.770763  -0.1247
H22 -3.290983 1.162054 2.853857  0.0588
H23 -2.945770 0.042189 4.221995  0.0742
H24 -3.163165 -0.591009 2.543043  0.0452
H25 -1.023930 3.358516 2.801924  0.0553
H26 -0.735298 5.160092 4.502029  0.1178
H27 -0.138783 4.580070 6.846898  0.1225
H28 0.230141 2.194837 7.472127  0.1213
H29 -0.052116 0.405291 5.793736  0.1106
H30 -1.896429 -2.180751 3.785217  0.1001
H31 -0.703028 -4.011556 4.961154  0.1248
H32 1.742009 -3.822751 5.410076  0.1227
H33 3.014667 -1.851882 4.570534  0.1215
H34 1.814517 0.000647 3.434848  0.1128

Force components x, y, z for each atom (eV/Å):
C 0.345 0.032 0.004
C 1.325 0.173 1.017
H -0.163 0.012 0.100
H -0.075 -0.162 0.181
H -0.076 0.228 0.094
O -1.409 -0.301 -1.300
Cl 0.008 -0.012 0.122
Y -1.002 -0.235 -0.243
P -0.215 1.806 -0.578
C 0.242 -0.323 0.183
C 0.199 -0.294 -0.137
H 0.046 -0.259 -0.035
H -0.006 -0.195 0.063
H 0.148 0.150 0.130
H 0.153 0.144 0.161
H -0.150 0.132 0.107
H -0.204 0.092 -0.012
C -0.102 -0.408 0.197
H 0.028 -0.182 0.027
H -0.015 0.078 -0.276
H 0.080 0.069 -0.233
P 0.010 -1.957 0.001
C 0.423 0.415 0.021
C -0.277 0.483 -0.060
H 0.222 -0.176 0.114
H 0.048 0.355 -0.001
H -0.297 -0.086 0.022
C 0.034 0.394 -0.182
H 0.091 -0.186 0.170
H -0.023 0.244 0.043
H -0.039 0.170 -0.012
H 0.039 -0.008 -0.113
H 0.016 -0.081 -0.268
H -0.068 -0.096 0.151
Cl 0.828 0.107 0.544
C 0.013 -0.183 -0.259
P 0.076 0.109 1.874
C 0.108 0.909 -0.216
C 0.141 -0.383 0.243
C 0.024 0.004 -0.016
C -0.078 -0.382 -0.060
C -0.113 0.023 -0.442
C 0.030 -0.142 -0.085
C -0.077 -0.474 -0.537
C 0.244 0.336 -0.007
C -0.071 -0.211 0.088
C 0.106 0.325 -0.119
C -0.224 -0.137 0.074
C -0.126 -0.092 -0.151
H 0.093 -0.279 0.134
H 0.033 0.090 -0.325
H 0.029 0.254 0.166
H -0.041 0.118 0.263
H -0.002 -0.278 0.036
H 0.011 -0.239 -0.298
H -0.124 0.048 -0.382
H -0.127 0.339 -0.091
H 0.210 -0.041 0.195
H 0.211 0.255 -0.092
H -0.131 0.119 -0.170
H -0.272 -0.032 -0.028
H -0.105 -0.177 0.207



Q: What is the formula in the first record?
A: C21H34BrF4N5O8Si2



Q: HOMO of number 2 (C21H34Cl2OP3Y)?
A: -14.51 eV



Q: The lowest orbital gap belongs to which entry?
A: C21H34BrF4N5O8Si2